i.
{"formula": "C3H11N2", "method": "the ωB97M-V functional and the def2-TZVPD basis", "symbols": ["C", "N", "H", "H", "H", "H", "C", "N", "C", "H", "H", "H", "H", "H", "H", "H"], "positions_angstrom": [[0.9077, 1.4862, -1.8040], [1.3314, 1.2275, -0.6069], [1.3635, 1.3268, -2.7765], [-0.1656, 1.7210, -1.8251], [0.6114, -0.5087, -0.3659], [2.3320, 1.4046, -0.6356], [-0.2369, 0.3682, 1.5683], [0.0045, -0.7922, 0.5666], [-1.1678, -1.5440, 0.0697], [-1.0176, 0.8452, 0.9280], [-0.6413, -0.1572, 2.4040], [0.6539, 1.0794, 1.5055], [0.6165, -1.4906, 1.1294], [-1.9706, -1.8615, 0.8512], [-0.8516, -2.3176, -0.6220], [-1.7696, -0.7870, -0.3868]], "total_charge": 1, "homo_lumo_gap_ev": 11.16, "e_lumo_ev": -3.4810}


ii.
{"formula": "C3H11N2", "method": "the ωB97M-V functional and the def2-TZVPD basis", "symbols": ["C", "N", "H", "H", "H", "H", "C", "N", "C", "H", "H", "H", "H", "H", "H", "H"], "positions_angstrom": [[-2.2749, 0.3613, -1.6138], [-1.8084, 0.6493, -0.4769], [-3.2781, 0.6408, -1.9250], [-1.6182, -0.1855, -2.2887], [-0.3368, 0.1205, 0.1015], [-2.4593, 1.1632, 0.1137], [1.0949, 0.5821, 1.5177], [0.4745, -0.4171, 0.5973], [1.4256, -0.9298, -0.4268], [1.7267, 1.2212, 0.9210], [1.7360, 0.0412, 2.2229], [0.3166, 1.0730, 2.1010], [0.0166, -1.1570, 1.1213], [1.6096, -0.1627, -1.1748], [2.3669, -1.1706, 0.0604], [1.0084, -1.8298, -0.8509]], "total_charge": 1, "homo_lumo_gap_ev": 12.19, "e_lumo_ev": -2.8730}


iii.
{"formula": "C3H11N2", "method": "the ωB97M-V functional and the def2-TZVPD basis", "symbols": ["C", "C", "H", "H", "H", "H", "H", "H", "N", "C", "N", "H", "H", "H", "H", "H"], "positions_angstrom": [[1.7809, -0.1020, 1.8793], [2.0641, -1.2410, 0.8840], [2.7512, 0.2240, 2.2602], [1.1105, 0.6359, 1.4502], [1.3203, -0.4244, 2.8228], [3.0526, -1.6908, 0.9744], [2.0737, -0.7737, -0.0982], [1.3726, -2.0851, 0.9655], [-2.4853, 1.0424, -0.3904], [-1.9523, 0.3138, -1.3408], [-1.5663, 0.6779, -2.5349], [-2.8091, 2.0085, -0.4593], [-2.4521, 0.6825, 0.5506], [-1.8883, -0.7347, -1.0796], [-1.2412, -0.0911, -3.1068], [-1.1314, 1.5578, -2.7769]], "total_charge": 1, "homo_lumo_gap_ev": 10.03, "e_lumo_ev": -4.3270}


Least stable = i


i.
{"formula": "C3H15NO3", "method": "the ωB97M-V functional and the def2-TZVPD basis", "symbols": ["C", "C", "N", "C", "H", "H", "H", "H", "H", "H", "H", "H", "H", "H", "H", "O", "H", "H", "O", "H", "H", "O"], "positions_angstrom": [[-0.2526, 1.8874, -0.4102], [-0.1040, 1.5421, 1.0713], [-0.0987, 0.0764, 1.3126], [-0.1068, -0.2216, 2.7284], [-0.1259, 2.9583, -0.5284], [-1.2404, 1.5472, -0.7156], [0.4191, 1.2681, -1.0055], [-0.9321, 1.9352, 1.6564], [0.8205, 1.9836, 1.4675], [0.7522, -0.2268, 0.8600], [0.1672, -1.2633, 2.8844], [0.6066, 0.3787, 3.2993], [-1.0884, -0.0247, 3.1627], [-0.5924, -1.4329, -1.9204], [0.2290, -2.1406, -2.9428], [-0.0601, -1.2577, -2.7168], [2.6596, -2.1994, -2.6226], [2.2998, -0.8258, -2.1054], [3.0639, -1.3942, -2.2876], [-2.8720, -0.9484, -0.6838], [-1.6000, -0.4675, 0.0403], [-1.9445, -1.1741, -0.5435]], "total_charge": 0, "homo_lumo_gap_ev": 10.27, "smiles": "CCNC.O.O.O", "e_lumo_ev": 0.7088}


ii.
{"formula": "C3H15NO3", "method": "the ωB97M-V functional and the def2-TZVPD basis", "symbols": ["C", "C", "N", "C", "H", "H", "H", "H", "H", "H", "H", "H", "H", "H", "H", "O", "H", "H", "O", "H", "H", "O"], "positions_angstrom": [[-0.3125, -1.6616, -0.8682], [-0.4960, -0.5954, 0.1892], [-1.6615, 0.2182, 0.0037], [-1.4117, 1.5674, 0.5065], [-1.1920, -2.2946, -0.9581], [-0.0631, -1.1161, -1.7851], [0.5542, -2.2535, -0.5700], [-0.5193, -0.8766, 1.2481], [0.4124, 0.0786, 0.1181], [-1.7570, 0.4310, -1.0260], [-1.1339, 1.5596, 1.5657], [-2.1541, 2.3448, 0.3930], [-0.4259, 1.9526, 0.1582], [1.5472, 0.9860, -1.6448], [1.8114, 0.9770, 2.4988], [1.2102, 0.3728, 2.0357], [-1.2553, 1.2649, -2.9976], [1.8634, -0.5827, 1.3146], [-0.7079, 0.8907, -2.2825], [3.0400, -1.7896, 0.9662], [1.7522, 1.6299, -1.3455], [2.3601, -1.2172, 0.6146]], "total_charge": 0, "homo_lumo_gap_ev": 4.35, "e_lumo_ev": -4.9062}


Least stable = ii


i.
{"formula": "C3H15NO3", "method": "the ωB97M-V functional and the def2-TZVPD basis", "symbols": ["C", "C", "C", "N", "H", "H", "H", "H", "H", "H", "H", "H", "H", "H", "H", "O", "H", "H", "O", "H", "H", "O"], "positions_angstrom": [[-0.8165, -1.3186, 0.9938], [0.4646, -0.6751, 1.5112], [1.7240, -1.1346, 0.7548], [-1.4473, -0.4767, -0.0962], [-1.5999, -1.2871, 1.7678], [-0.6186, -2.3518, 0.7117], [0.5549, -1.0451, 2.5416], [0.4160, 0.4015, 1.6496], [1.5481, -2.0645, 0.2058], [2.6814, -1.3035, 1.2454], [1.8888, -0.4051, -0.0433], [-1.5302, 0.4364, 0.3381], [-2.4136, -0.7937, -0.1271], [0.6783, 2.3842, -2.2329], [-0.1697, 1.1629, -1.9628], [0.0025, 2.0752, -1.6165], [0.5719, -1.1668, -2.8846], [-0.5384, -0.9352, -1.7974], [0.0170, -0.5029, -2.4780], [-0.9352, 3.6139, 0.4849], [-0.1010, 2.4247, 0.1301], [-0.3772, 2.9619, 0.9040]], "total_charge": 0, "homo_lumo_gap_ev": 10.66, "smiles": "CCCN.O.O.O", "e_lumo_ev": 0.6996}


ii.
{"formula": "C3H15NO3", "method": "the ωB97M-V functional and the def2-TZVPD basis", "symbols": ["C", "C", "C", "N", "H", "H", "H", "H", "H", "H", "H", "H", "H", "H", "H", "O", "H", "H", "O", "H", "H", "O"], "positions_angstrom": [[1.1373, -0.9904, 0.7490], [2.2024, 0.1016, 0.9803], [2.6808, 0.7470, -0.3587], [-0.0681, -0.3744, -0.0105], [0.9071, -1.3615, 1.8096], [1.5815, -1.6327, -0.0670], [3.1047, -0.4686, 1.4314], [1.6581, 0.8910, 1.6198], [1.9068, 0.9654, -1.0724], [3.1890, -0.0142, -1.0185], [3.1982, 1.6928, -0.3410], [-0.5646, 0.1210, 0.7438], [-0.7036, -1.2011, -0.0019], [-4.2325, 0.7572, 0.1292], [-2.7987, 1.3448, -0.1462], [-3.2587, 0.5916, 0.2848], [-0.9321, 2.3792, -1.8682], [-0.2934, 1.0664, -1.5860], [-0.2815, 1.7731, -2.2476], [-2.7681, -1.4286, 0.1749], [-3.0012, -2.6498, 0.8455], [-2.6637, -2.3099, -0.0504]], "total_charge": 0, "homo_lumo_gap_ev": 10.49, "smiles": "CCCN.O.O.O", "e_lumo_ev": 0.2005}


Least stable = ii


i.
{"formula": "C3H15NO3", "method": "the ωB97M-V functional and the def2-TZVPD basis", "symbols": ["C", "C", "C", "N", "H", "H", "H", "H", "H", "H", "H", "H", "H", "H", "H", "O", "H", "H", "O", "H", "H", "O"], "positions_angstrom": [[0.3853, -2.0593, -0.4987], [0.0837, -0.7359, 0.2420], [-1.4123, -0.6051, 0.4457], [1.0025, -0.6238, 1.4387], [-0.2454, -2.1329, -1.3906], [1.4275, -2.2468, -0.7163], [0.0132, -2.8118, 0.1983], [0.5011, 0.1185, -0.2914], [-1.6573, 0.4289, 0.7190], [-1.9053, -0.7691, -0.5120], [-1.7779, -1.1890, 1.3057], [1.9217, -0.4376, 1.0616], [1.0288, -1.4777, 1.9852], [0.6188, 2.4400, 0.2508], [-0.6362, 2.8246, -0.5739], [0.3065, 2.6412, -0.6574], [0.4150, 0.8846, 1.8515], [0.9043, 2.0999, 2.7388], [0.4508, 1.9059, 1.9212], [-0.0601, 0.9456, -2.5975], [-1.0898, 0.5412, -3.6728], [-0.2752, 0.2586, -3.2479]], "total_charge": 0, "homo_lumo_gap_ev": 10.72, "smiles": "CC(C)N.O.O.O", "e_lumo_ev": 0.7801}


ii.
{"formula": "C3H15NO3", "method": "the ωB97M-V functional and the def2-TZVPD basis", "symbols": ["C", "N", "C", "C", "H", "H", "H", "H", "H", "H", "H", "H", "H", "H", "H", "O", "H", "H", "O", "H", "H", "O"], "positions_angstrom": [[-0.9557, 0.6895, 0.3834], [-0.7682, -0.7414, 0.8169], [-1.6906, -0.9492, 2.0672], [0.5803, -1.2525, 0.9365], [-1.9783, 0.8916, -0.1576], [-0.8738, 1.4558, 1.1770], [-0.2295, 1.1531, -0.3961], [-1.1559, -1.6527, 2.8354], [-2.7120, -1.3043, 1.9352], [-1.7954, 0.0538, 2.6269], [0.7453, -1.6527, 1.9773], [0.7363, -2.0510, 0.2273], [1.4333, -0.4644, 0.7896], [0.7675, 3.4287, -0.1470], [1.6059, 2.5331, -0.9290], [1.6663, 3.4014, -0.5543], [-0.3891, -2.2598, -2.5801], [-0.3268, -1.3066, -1.5831], [0.2651, -1.6178, -2.3159], [0.9572, 0.2138, -2.3599], [2.5170, 0.5120, -2.3333], [1.6013, 0.9197, -2.4164]], "total_charge": 0, "homo_lumo_gap_ev": 9.56, "smiles": "CN(C)C.O.O.O", "e_lumo_ev": 0.5763}


Least stable = ii


i.
{"formula": "C3H10N", "method": "the ωB97M-V functional and the def2-TZVPD basis", "symbols": ["C", "H", "H", "H", "H", "C", "C", "N", "H", "H", "H", "H", "H", "H"], "positions_angstrom": [[-1.0632, -0.2916, 3.3511], [-1.9608, 0.1732, 2.8030], [-0.0659, -0.4429, 3.0302], [-1.4180, -1.2595, 3.7729], [-0.9722, 0.3075, 4.2451], [-0.0960, -0.7933, -0.6633], [1.0281, 1.1691, -1.6815], [0.3837, 0.0900, -1.8563], [0.7700, -1.5551, -0.5015], [-1.0276, -1.2109, -0.7825], [-0.1130, -0.1479, 0.2123], [1.1208, 1.4549, -0.5591], [1.6712, 1.6447, -2.4903], [0.0967, -0.0991, -2.7735]], "total_charge": 1, "homo_lumo_gap_ev": 10.09, "e_lumo_ev": -5.5292}


ii.
{"formula": "C3H10N", "method": "the ωB97M-V functional and the def2-TZVPD basis", "symbols": ["C", "H", "H", "H", "H", "C", "C", "N", "H", "H", "H", "H", "H", "H"], "positions_angstrom": [[-2.1302, -2.7400, -2.0531], [-2.4119, -3.7567, -1.7682], [-1.2255, -2.7624, -2.6496], [-1.9856, -2.1683, -1.1324], [-3.0113, -2.3193, -2.5193], [-0.2104, 1.6898, 0.8307], [1.7482, 0.2918, 0.4615], [1.1582, 1.2103, 1.1255], [-0.2673, 2.7183, 1.1913], [-0.8943, 1.1857, 1.4946], [-0.4052, 1.6268, -0.2257], [1.2716, -0.2824, -0.3207], [2.8158, 0.2041, 0.5624], [1.8010, 1.8041, 1.6444]], "total_charge": 1, "homo_lumo_gap_ev": 9.90, "e_lumo_ev": -5.6734}


Least stable = i


i.
{"formula": "C3H10N", "method": "the ωB97M-V functional and the def2-TZVPD basis", "symbols": ["N", "H", "H", "H", "H", "C", "C", "C", "H", "H", "H", "H", "H", "H"], "positions_angstrom": [[-1.5003, -1.3786, 0.4814], [-0.6460, -1.8427, 0.2784], [-1.2527, -0.5346, 1.0672], [-2.0343, -1.0826, -0.3568], [-2.0075, -2.0822, 1.0061], [0.4601, 0.6845, -1.3872], [0.9156, 0.2839, 0.0819], [1.0571, 1.2958, 1.0109], [-0.0433, 1.7220, -1.3912], [1.4530, 0.4778, -1.9497], [-0.1456, -0.2261, -1.7084], [1.5841, -0.6197, 0.1563], [1.2591, 1.0167, 2.1479], [0.9008, 2.2859, 0.5632]], "total_charge": 1, "homo_lumo_gap_ev": 9.30, "e_lumo_ev": -4.1237}


ii.
{"formula": "C3H10N", "method": "the ωB97M-V functional and the def2-TZVPD basis", "symbols": ["C", "H", "H", "H", "H", "C", "C", "N", "H", "H", "H", "H", "H", "H"], "positions_angstrom": [[-5.0732, 1.6450, -0.2331], [-4.2917, 2.0531, 0.4056], [-4.8717, 2.1392, -1.1826], [-4.9109, 0.5693, -0.3681], [-6.0819, 1.6912, 0.1470], [2.2234, -1.6705, -0.4582], [3.4127, -0.1667, 1.0931], [3.0192, -0.4729, -0.0778], [2.1517, -1.6914, -1.5366], [2.7624, -2.5394, -0.1008], [1.2007, -1.5422, -0.1142], [2.8513, -0.6741, 1.8797], [4.1150, 0.6139, 1.3525], [3.4930, 0.0456, -0.8067]], "total_charge": 1, "homo_lumo_gap_ev": 9.04, "e_lumo_ev": -5.6518}


Least stable = i


i.
{"formula": "C17H24N2O2S", "method": "the ωB97M-V functional and the def2-TZVPD basis", "symbols": ["C", "C", "C", "C", "C", "C", "C", "C", "H", "H", "S", "C", "N", "N", "C", "C", "C", "C", "C", "C", "C", "H", "H", "O", "C", "H", "H", "H", "H", "H", "O", "H", "H", "H", "H", "H", "H", "H", "H", "H", "H", "H", "H", "H", "H", "H"], "positions_angstrom": [[-2.6333, -2.1816, 0.2444], [-1.2089, -1.9706, 0.7427], [-0.1814, -2.5520, -0.2271], [1.2557, -2.4897, 0.2939], [1.7486, -1.0562, 0.4722], [3.2299, -0.9596, 0.8495], [4.2013, -1.0931, -0.3250], [4.1813, 0.0700, -1.3104], [4.9291, -0.0843, -2.0875], [3.2095, 0.2026, -1.7790], [4.6474, 1.6767, -0.5427], [3.1020, 2.2007, 0.0251], [2.8542, 2.9604, 1.0462], [1.5172, 3.0720, 1.1295], [1.0015, 2.3804, 0.1583], [-0.3893, 2.1166, -0.1060], [-1.3583, 2.5371, 0.8018], [-2.6900, 2.2395, 0.5943], [-3.0779, 1.5168, -0.5333], [-2.1052, 1.1092, -1.4520], [-0.7791, 1.4012, -1.2408], [-0.0357, 1.0815, -1.9553], [-2.4239, 0.5614, -2.3247], [-4.3510, 1.1619, -0.8305], [-5.3828, 1.5232, 0.0573], [-6.2978, 1.1257, -0.3787], [-5.2322, 1.0816, 1.0472], [-5.4694, 2.6100, 0.1516], [-3.4185, 2.5715, 1.3165], [-1.0452, 3.0907, 1.6724], [1.9725, 1.8114, -0.6089], [5.2141, -1.1867, 0.0727], [3.9776, -2.0030, -0.8875], [3.4571, -1.7435, 1.5753], [3.4173, -0.0054, 1.3484], [1.5582, -0.5125, -0.4534], [1.1636, -0.5769, 1.2598], [1.9052, -3.0110, -0.4136], [1.3181, -3.0162, 1.2491], [-0.4365, -3.5969, -0.4218], [-0.2453, -2.0151, -1.1770], [-1.0912, -2.4479, 1.7184], [-1.0362, -0.9001, 0.8690], [-3.3495, -1.7687, 0.9511], [-2.8444, -3.2420, 0.1224], [-2.7785, -1.6890, -0.7141]], "total_charge": 0, "homo_lumo_gap_ev": 8.70, "smiles": "CCCCCCCCSc1nnc(-c2ccc(OC)cc2)o1", "e_lumo_ev": 0.5843}


ii.
{"formula": "C17H24N2O2S", "method": "the ωB97M-V functional and the def2-TZVPD basis", "symbols": ["C", "H", "C", "C", "C", "O", "N", "C", "C", "C", "C", "C", "C", "S", "H", "H", "H", "H", "C", "H", "H", "C", "O", "N", "H", "C", "H", "H", "C", "H", "H", "C", "C", "H", "H", "H", "C", "H", "H", "H", "H", "H", "H", "H", "H", "H"], "positions_angstrom": [[-3.4160, -3.0826, -1.3740], [-3.1650, -4.0492, -0.9437], [-3.6794, -2.0589, -0.2756], [-2.4492, -1.8847, 0.6098], [-1.2338, -1.3501, -0.1061], [-0.2073, -2.0047, -0.1996], [-1.3407, -0.1039, -0.6436], [-2.3128, 0.8330, -0.2476], [-2.6053, 1.9473, -1.0301], [-3.4805, 2.9213, -0.5878], [-4.0863, 2.8103, 0.6521], [-3.8406, 1.6941, 1.4267], [-2.9729, 0.7076, 0.9822], [-2.7392, -0.7241, 1.9843], [-4.3143, 1.5679, 2.3878], [-4.7553, 3.5782, 1.0074], [-3.6798, 3.7753, -1.2161], [-2.1443, 2.0703, -1.9954], [-0.2127, 0.3465, -1.4469], [-0.5534, 0.9320, -2.2989], [0.3053, -0.5463, -1.8069], [0.7530, 1.1904, -0.6006], [0.9448, 2.3702, -0.8081], [1.3244, 0.4769, 0.3801], [1.1370, -0.5163, 0.4350], [2.2713, 1.0269, 1.3225], [2.5477, 2.0193, 0.9584], [1.7745, 1.1419, 2.2945], [3.5017, 0.1365, 1.4912], [3.9790, 0.4027, 2.4367], [3.1755, -0.9041, 1.5689], [4.5465, 0.2577, 0.3755], [5.7700, -0.5835, 0.7379], [6.5443, -0.4771, -0.0180], [5.4993, -1.6352, 0.8047], [6.1830, -0.2738, 1.6955], [3.9993, -0.1752, -0.9827], [4.8032, -0.2048, -1.7152], [3.5590, -1.1683, -0.9194], [3.2466, 0.5210, -1.3406], [4.8545, 1.3069, 0.3063], [-2.1751, -2.8358, 1.0718], [-3.9567, -1.1011, -0.7222], [-4.5112, -2.3894, 0.3506], [-2.5880, -2.7659, -2.0044], [-4.2994, -3.1992, -1.9965]], "total_charge": 0, "homo_lumo_gap_ev": 9.12, "smiles": "CC[C@@H]1Sc2ccccc2N(CC(=O)NCCC(C)C)C1=O", "e_lumo_ev": 0.6711}


Least stable = i


i.
{"formula": "C3H8FN2", "method": "the ωB97M-V functional and the def2-TZVPD basis", "symbols": ["C", "C", "C", "N", "N", "F", "H", "H", "H", "H", "H", "H", "H", "H"], "positions_angstrom": [[1.3298, -0.0315, -0.5971], [0.5146, 1.2153, -0.3336], [-0.4949, 0.5203, 0.7057], [-1.7305, 0.4812, 0.3479], [0.5519, -0.9288, 0.2503], [1.0885, 2.2533, 0.3073], [1.2925, -0.0806, -1.6654], [2.4288, -0.1071, -0.4380], [-0.1364, 1.5504, -1.1373], [-0.2436, 0.5068, 1.7495], [-2.0962, 0.5830, -0.6133], [-2.5581, 0.2284, 0.9154], [-0.0441, -1.5611, -0.3638], [1.1183, -1.4049, 0.9279]], "total_charge": 1, "homo_lumo_gap_ev": 12.06, "e_lumo_ev": -3.2662}


ii.
{"formula": "C3H8FN2", "method": "the ωB97M-V functional and the def2-TZVPD basis", "symbols": ["C", "C", "C", "N", "N", "F", "H", "H", "H", "H", "H", "H", "H", "H"], "positions_angstrom": [[-1.3149, -0.7520, 1.1548], [1.2270, 0.1334, -1.5082], [0.2594, 1.0116, -0.8310], [-0.9086, -0.2853, 2.2905], [1.0021, -0.5780, -2.5935], [0.4247, 1.1984, 0.5628], [-0.4743, -1.0659, 0.5191], [-0.7490, 0.5685, -0.8904], [2.1454, 0.0463, -0.9838], [0.5348, 1.9391, -1.3059], [0.0758, -0.1752, 2.5068], [1.5515, -1.4378, -2.8539], [-2.3241, -1.0165, 1.0058], [-1.4499, 0.4136, 2.9269]], "total_charge": 1, "homo_lumo_gap_ev": 7.13, "e_lumo_ev": -6.1019}


Least stable = ii